Here is the molecule C4H6N2 from the OMol25 dataset. Energies are from ωB97M-V/def2-TZVPD.

As for the orbital gap: 9.39 eV. The HOMO energy comes out at -0.312 Ha. As for the energy above the lowest of the compared OMol25 structures with the same formula, charge and spin: 32.03 kcal/mol. The LUMO energy comes out at 0.9014 eV. Its SMILES is C=C(C#N)NC.

Positions of all 12 atoms, in Å:
C -1.696 1.103 0.020
C -0.444 0.625 -0.023
C 0.662 1.544 0.024
N 1.555 2.286 0.064
N -0.160 -0.724 -0.135
C 1.122 -1.383 -0.008
H -2.556 0.444 -0.023
H -1.895 2.169 0.094
H -0.967 -1.338 -0.079
H 1.228 -2.123 -0.807
H 1.972 -0.697 -0.077
H 1.178 -1.907 0.951

Charges in e, computed with Löwdin, in the same order as the atoms: 0.045 -0.385 -0.177 0.165 -0.054 -0.092 0.060 0.065 0.135 0.080 0.080 0.079